# 1
{"formula": "C46H66O5", "method": "wB97M-V/def2-TZVPD", "symbols": ["O", "O", "O", "O", "O", "C", "C", "C", "C", "C", "C", "C", "C", "C", "C", "C", "C", "C", "C", "C", "C", "C", "C", "C", "C", "C", "C", "C", "C", "C", "C", "C", "C", "C", "C", "C", "C", "C", "C", "C", "C", "C", "C", "C", "C", "C", "C", "C", "C", "C", "C", "H", "H", "H", "H", "H", "H", "H", "H", "H", "H", "H", "H", "H", "H", "H", "H", "H", "H", "H", "H", "H", "H", "H", "H", "H", "H", "H", "H", "H", "H", "H", "H", "H", "H", "H", "H", "H", "H", "H", "H", "H", "H", "H", "H", "H", "H", "H", "H", "H", "H", "H", "H", "H", "H", "H", "H", "H", "H", "H", "H", "H", "H", "H", "H", "H", "H"], "positions_angstrom": [[-0.114339, 2.511649, -3.185436], [0.201130, 0.240398, -0.764869], [-3.441314, -1.008856, 2.924067], [1.047871, 0.988400, 4.060864], [-1.922305, 1.283026, 3.035712], [0.949844, 3.902824, 0.099569], [-0.867756, -1.198019, -6.881092], [4.829758, -2.592231, 3.203062], [-0.022055, -0.299098, -7.537374], [4.953319, 1.289720, -4.487216], [0.925984, 0.444072, 5.381090], [3.547308, -2.197368, 3.449828], [2.305863, -3.217498, -0.760162], [5.687541, -1.866491, 2.341091], [-5.239415, -0.440107, 0.181268], [1.463431, -0.232011, -5.604211], [-1.344296, 2.104040, -3.901442], [4.015484, 2.131588, -3.924093], [1.255752, 6.151535, -0.738341], [-4.777232, -1.632568, 4.989886], [1.529291, -2.830122, -1.814409], [1.353004, 6.616722, 0.582001], [5.143940, -0.886994, 1.557610], [-4.150306, -1.950006, -1.396395], [-2.977317, 2.619001, 4.848226], [1.236400, 5.732557, 1.655961], [-6.108517, -1.468376, 0.501243], [1.102890, 0.206665, -6.890186], [3.517326, 1.845797, -2.658653], [0.042131, -4.662064, -1.380794], [3.895181, 0.671076, -2.019402], [2.031917, -4.338284, -0.046627], [-6.052866, -2.714541, -0.124729], [1.039146, 4.809288, -0.977582], [3.845512, -0.443128, 1.782131], [5.389837, 0.191128, -3.796305], [-2.168177, 1.080344, -3.168302], [0.846134, -5.016419, -0.328797], [3.056312, -1.114540, 2.725476], [1.073117, 4.364074, 1.402894], [0.572734, -0.983971, -4.921105], [-4.302649, -0.690180, -0.826972], [-2.447913, 2.564724, 3.423551], [-0.083208, 0.274874, 0.649691], [-3.656693, -1.918482, 4.014074], [-0.648719, -1.001353, 1.184558], [-0.138222, -0.569981, 5.587283], [0.422040, -3.566223, -2.146647], [-0.594761, -1.489287, -5.563764], [-5.021430, -2.975461, -0.996826], [4.830475, -0.160410, -2.605240], [2.092378, -0.660259, 2.888792], [-1.009482, 1.751048, -4.839570], [-0.150289, 2.181370, -2.277178], [2.892592, 2.545207, -2.107164], [-5.281506, 0.481148, 0.762852], [3.607041, 2.995551, -4.404629], [5.831335, -0.280652, 0.925965], [-1.148474, -0.069986, 5.593940], [-4.871250, -3.955215, -1.427328], [-2.732957, -1.882586, 4.535713], [3.134605, -2.623603, -0.367220], [-1.592268, 3.249928, 3.285159], [-3.673053, 1.807766, 4.988948], [-4.043064, -1.242853, 2.213420], [6.740963, -2.133077, 2.265133], [-0.267796, 0.041624, -8.499049], [-1.684739, -1.177547, 0.928091], [-0.581844, -0.823369, 2.233062], [0.807384, 3.771440, 2.289266], [2.346675, 0.100990, -5.098635], [5.230717, -3.475719, 3.644251], [5.068476, -1.009858, -2.023028], [5.353885, 1.555909, -5.464860], [-0.881019, -5.188960, -1.630441], [-2.557904, 1.495407, -2.202293], [-0.145146, -3.248629, -3.048318], [-3.449769, 3.565226, 5.098410], [0.740191, -1.201820, -3.904679], [-2.629177, 0.620123, 3.027361], [0.012560, -0.946206, 6.549942], [1.396634, 7.681518, 0.854619], [-1.614802, 0.163405, -2.982924], [-1.252235, -2.247867, -5.125429], [-0.721631, 1.120018, 0.863128], [-3.207908, 2.875274, 2.694482], [0.496754, -5.904290, 0.239887], [-1.975158, 2.893397, -4.202035], [-4.570188, -0.759692, 5.610277], [1.183095, 6.149565, 2.640115], [1.789718, -1.920370, -2.395200], [1.868566, -0.050182, 5.619432], [2.670457, -4.608949, 0.796724], [-3.376709, -2.076298, -2.138947], [0.115282, 1.087147, 3.801284], [3.346924, 0.349239, -1.123269], [2.919095, -2.647192, 4.206266], [1.746489, 0.937027, -7.359754], [-3.719594, 0.135933, -1.148927], [-3.677548, -2.935663, 3.622589], [3.385827, 0.330848, 1.203078], [-6.773785, -3.550766, 0.027080], [-1.678530, -1.633308, -7.480365], [0.880129, 4.389539, -1.940179], [-0.002122, -1.815725, 0.883438], [-4.857188, -2.479733, 5.708906], [0.843867, 2.892157, -0.161063], [-3.105019, 0.856831, -3.649306], [0.837302, 0.533005, 1.219404], [6.116294, -0.466203, -4.215342], [-2.189442, 2.434745, 5.607867], [-5.790977, -1.507347, 4.595440], [-6.871238, -1.255574, 1.211303], [-0.127794, -1.362219, 4.855812], [0.674766, -0.555186, -1.019023], [1.275613, 6.879348, -1.517802], [0.774776, 1.265777, 6.128317]], "forces_ev_per_a": [[-1.5, -0.1, -0.6], [-0.5, 0.8, 0.2], [-0.7, -0.1, 0.5], [-1.0, -0.4, 0.6], [0.0, 0.7, 0.5], [0.7, 1.8, -0.2], [0.5, 0.5, -0.7], [1.6, 0.1, -0.5], [0.6, 0.2, 1.5], [0.0, 1.0, -0.8], [1.1, 0.9, 0.3], [-0.7, 0.8, -0.4], [1.6, 1.0, 0.9], [-0.7, -1.4, 0.4], [0.2, -0.9, -0.2], [-0.4, 1.0, -0.9], [1.3, -0.6, 1.1], [-0.4, 0.0, 0.9], [-0.1, 0.3, 1.0], [-0.5, -0.3, 0.8], [0.2, 1.3, -1.0], [-0.3, 0.0, 0.5], [1.1, 2.1, -0.3], [-0.6, 0.4, 0.6], [0.8, -0.4, 0.4], [-0.1, -0.1, -1.5], [-0.4, -0.2, -0.1], [0.3, -0.4, 0.0], [0.1, 0.0, 0.5], [-0.3, 0.6, -0.8], [-0.9, 0.1, 0.1], [-0.9, -1.0, 1.0], [-0.3, -0.8, 0.2], [0.1, -0.5, 1.3], [-0.4, -1.5, 0.4], [0.5, -0.8, -0.5], [-0.3, 0.4, 1.4], [-0.2, -1.8, 0.9], [0.2, 1.0, -0.5], [-1.0, 0.4, 0.9], [-2.1, -1.3, -0.7], [-0.3, 0.1, 0.4], [0.8, 0.2, -0.5], [1.2, 0.3, -0.5], [0.1, -0.2, -0.6], [0.2, 0.5, -0.3], [-2.0, 1.3, -1.0], [-1.0, 0.3, -1.3], [0.2, -0.8, 0.2], [0.9, 0.4, -0.9], [-0.9, 0.7, 1.1], [-0.3, -0.4, 0.3], [0.6, -0.9, -1.0], [-0.2, -0.2, -0.2], [-0.2, -0.1, -0.4], [0.0, 0.0, -0.5], [0.2, 0.4, -0.5], [-0.7, -0.6, 0.2], [0.8, -0.6, -0.2], [-0.2, -0.1, 0.0], [0.9, 0.1, 0.8], [0.0, 0.1, -0.6], [-0.4, -0.1, 0.1], [-0.6, -0.2, 0.0], [-0.2, 0.1, -0.3], [-0.3, -0.1, -0.1], [-0.2, 0.3, -1.2], [-0.1, -0.1, -0.3], [-0.2, -0.5, 1.1], [0.6, -0.3, -0.6], [0.4, 0.3, 0.0], [0.2, -0.4, 0.6], [0.6, -1.1, 0.0], [0.0, -0.3, 0.2], [0.4, 0.0, 0.2], [0.8, -0.2, -0.5], [0.2, -0.4, 0.8], [-0.1, 0.1, -0.2], [0.1, -0.4, 1.0], [0.0, -0.2, 0.0], [0.1, -0.9, 1.6], [0.2, -0.4, -0.6], [0.0, -0.1, 0.1], [0.3, 0.5, 0.5], [-0.5, 0.1, -0.4], [-0.1, 0.0, 0.2], [0.6, 0.7, -0.1], [-0.5, 1.7, 0.4], [0.1, 0.1, -0.2], [0.1, -0.1, 0.5], [-0.1, -0.8, 0.4], [0.3, 0.3, -0.1], [-0.3, -0.1, -0.3], [0.0, -0.3, 0.0], [0.1, 0.2, -0.5], [0.6, 0.3, -0.1], [0.1, -0.3, -0.1], [0.0, 0.0, -0.3], [0.7, 0.4, -0.3], [-0.4, -0.1, -0.1], [0.1, 0.5, -0.2], [0.5, 1.0, 0.3], [0.2, 0.1, 0.7], [0.0, 0.1, -0.9], [0.0, -0.5, 0.1], [0.2, 0.4, -0.5], [-0.4, -1.4, 0.1], [-0.2, -0.2, -0.8], [-0.1, -0.3, -0.4], [0.5, -0.3, -0.4], [-0.2, 0.2, -0.6], [0.3, 0.0, -0.4], [-0.6, -0.1, 0.6], [0.0, -0.3, -0.3], [0.0, -0.2, 0.4], [0.1, 0.2, -0.6], [0.2, -0.5, -0.5]], "mulliken_charge": [-0.496, 0.533, -0.294, -0.452, 0.288, 0.054, -0.619, -0.378, -0.555, -0.483, -0.457, -0.813, 0.275, -0.618, -1.162, -0.112, -0.547, -0.477, -0.670, -1.137, -0.624, -0.338, -0.224, -0.424, -1.112, -0.637, -0.113, -0.384, -0.305, -0.808, 0.123, -0.911, -0.729, -0.570, -0.750, -0.584, -1.054, -0.177, 0.567, -0.212, 0.084, 0.588, -0.164, 0.011, -0.206, -0.124, -0.930, 0.388, -0.500, -0.345, -0.502, 0.087, 0.267, 0.200, 0.363, 0.404, 0.457, 0.359, 0.067, 0.401, 0.147, 0.348, 0.156, 0.206, -0.053, 0.374, 0.421, -0.065, -0.093, 0.365, 0.227, 0.398, 0.498, 0.355, 0.423, 0.392, 0.131, 0.418, 0.396, -0.032, 0.580, 0.311, 0.146, 0.314, 0.583, 0.400, 0.306, 0.364, 0.239, 0.416, 0.238, 0.367, 0.381, 0.525, 0.101, 0.102, 0.442, 0.395, 0.101, 0.408, 0.601, 0.329, 0.366, 0.622, 0.207, 0.385, 0.143, 0.626, -0.356, 0.390, 0.220, 0.297, 0.420, 0.199, -0.411, 0.398, 0.314], "homo_ev": -8.97, "smiles": "c1ccccc1.c1ccccc1.c1ccccc1.c1ccccc1.c1ccccc1.c1ccccc1.CCO.CCO.CCO.CCO.CCO"}

=====

# 2
{"formula": "C30H30N8O5S3Zr", "method": "wB97M-V/def2-TZVPD", "symbols": ["Zr", "S", "S", "S", "O", "O", "O", "O", "O", "N", "N", "N", "N", "N", "N", "N", "N", "C", "C", "C", "C", "C", "C", "C", "C", "C", "C", "C", "C", "C", "C", "C", "C", "C", "C", "C", "C", "C", "C", "C", "C", "C", "C", "C", "C", "C", "C", "H", "H", "H", "H", "H", "H", "H", "H", "H", "H", "H", "H", "H", "H", "H", "H", "H", "H", "H", "H", "H", "H", "H", "H", "H", "H", "H", "H", "H", "H"], "positions_angstrom": [[0.502036, -0.195710, -0.837662], [2.334305, -4.194390, -3.402179], [2.025948, 1.984420, 0.472945], [0.940145, -1.559226, -2.958593], [-4.457098, -1.886973, -0.495315], [-0.316087, 1.082251, -2.281677], [2.827255, 1.957997, 1.653198], [2.357952, 0.915701, -0.533768], [-0.616612, -1.103966, 0.602161], [2.748262, 7.165599, -2.247304], [1.811586, -2.021821, -0.240745], [-3.462489, -1.238662, -1.221574], [-1.378644, 0.471425, -1.697180], [2.345153, -2.961516, -1.113441], [0.477858, 1.646551, 0.598646], [0.129983, 3.424387, 2.063113], [-1.675830, 2.086230, 1.276436], [-0.280312, -0.586378, 4.157055], [2.813352, -3.516375, 1.390868], [-0.828069, -0.676249, 2.900580], [2.228110, 3.519538, -0.330103], [1.044449, -0.975445, 4.382602], [-4.730313, 0.776911, -0.561888], [0.329241, -6.343854, 0.165341], [1.773604, -1.500311, 3.345028], [-0.382271, 2.416006, 1.349283], [2.549137, 5.968164, -1.591757], [0.654813, -4.940353, -3.339889], [1.978769, -2.332312, 1.008703], [1.243793, -1.606276, 2.045729], [-2.947111, 1.902084, -2.877945], [0.695481, -6.199050, -1.163465], [-1.065934, -4.397117, -0.007389], [-2.079905, 3.849361, 2.830845], [1.742682, 4.975414, -2.163727], [0.180056, -5.159308, -1.932147], [-0.715129, -4.269405, -1.345371], [-2.578722, 0.790691, -1.950725], [1.935610, -2.835985, -2.324168], [-2.500949, 2.802055, 2.029393], [-0.545176, -5.435405, 0.751292], [-0.722479, 4.125550, 2.794166], [3.184111, 5.711699, -0.372808], [-3.616707, 0.023609, -1.221576], [1.580067, 3.758650, -1.538103], [3.022195, 4.493791, 0.256672], [-0.066971, -1.136603, 1.812173], [2.077810, 7.420379, -2.951593], [1.407194, -6.885579, -1.607708], [3.500796, 4.286279, 1.203591], [2.322963, -4.413693, 1.007414], [2.912915, -3.605940, 2.467392], [-0.026407, -4.295168, -3.892706], [-4.194359, -2.811067, -0.560905], [-1.726140, -3.665077, 0.442085], [-3.887499, 1.684054, -3.382695], [-3.550943, 2.528989, 1.978978], [0.946565, 2.998317, -1.979837], [-5.100063, 0.227323, 0.299634], [0.735164, -7.159919, 0.750181], [-1.118032, -3.448391, -1.927423], [-0.300722, 4.946078, 3.365419], [2.792260, -1.817990, 3.523358], [-0.815533, -5.536686, 1.794981], [1.486839, -0.876702, 5.364177], [-3.067058, 2.833282, -2.317905], [-0.877596, -0.201410, 4.974451], [3.808272, 6.474626, 0.076186], [-4.375829, 1.758826, -0.250012], [1.250270, 5.167459, -3.109332], [-2.157033, 2.047787, -3.610821], [0.761385, -5.881524, -3.879986], [3.789903, -3.468505, 0.912495], [-2.767254, 4.421836, 3.435023], [-5.563481, 0.919169, -1.254414], [3.088236, 7.937860, -1.700953], [-1.841766, -0.360010, 2.695193]], "forces_ev_per_a": [[-0.1, -0.2, 0.3], [0.0, 0.0, 0.0], [0.1, 0.1, 0.0], [0.0, 0.0, 0.0], [0.0, 0.0, 0.0], [-0.2, 0.1, -0.2], [0.0, 0.0, 0.0], [0.0, 0.0, 0.0], [0.1, 0.0, 0.0], [0.0, 0.0, 0.0], [0.0, 0.1, 0.0], [0.0, 0.0, 0.0], [0.1, 0.0, -0.1], [-0.1, 0.0, -0.2], [0.0, -0.1, 0.0], [0.0, 0.0, 0.0], [-0.1, 0.0, 0.0], [0.0, 0.0, 0.0], [0.0, 0.0, 0.0], [0.0, 0.0, 0.0], [0.0, 0.0, 0.0], [0.0, 0.0, 0.0], [0.0, 0.0, 0.0], [0.0, 0.0, 0.0], [0.0, 0.0, 0.0], [0.1, 0.0, 0.0], [0.0, 0.0, 0.0], [0.0, 0.0, 0.0], [0.0, 0.0, -0.1], [0.1, 0.0, 0.1], [0.0, 0.0, 0.0], [0.0, 0.0, 0.0], [0.0, 0.0, 0.0], [0.1, 0.0, 0.0], [0.0, 0.0, 0.0], [0.0, 0.0, 0.0], [0.0, 0.0, 0.0], [0.0, 0.0, 0.0], [0.0, 0.1, 0.3], [0.0, 0.0, 0.0], [0.0, 0.0, 0.0], [-0.1, 0.1, 0.0], [0.0, 0.0, 0.0], [0.0, 0.0, 0.0], [0.0, 0.0, 0.0], [0.0, 0.0, 0.0], [-0.1, 0.0, 0.0], [0.0, 0.0, 0.0], [0.0, 0.0, 0.0], [0.0, 0.0, 0.0], [0.0, 0.0, 0.0], [0.0, 0.0, 0.0], [0.0, 0.0, 0.0], [0.0, 0.0, 0.0], [0.0, 0.0, 0.0], [0.0, 0.0, 0.0], [0.0, 0.0, 0.0], [0.0, 0.0, 0.0], [0.0, 0.0, 0.0], [0.0, 0.0, 0.0], [0.0, 0.0, 0.0], [0.0, 0.0, 0.0], [0.0, 0.0, 0.0], [0.0, 0.0, 0.0], [0.0, 0.0, 0.0], [0.0, 0.0, 0.0], [0.0, 0.0, 0.0], [0.0, 0.0, 0.0], [0.0, 0.0, 0.0], [0.0, 0.0, 0.0], [0.0, 0.0, 0.0], [0.0, 0.0, 0.0], [0.0, 0.0, 0.0], [0.0, 0.0, 0.0], [0.0, 0.0, 0.0], [0.0, 0.0, 0.0], [0.0, 0.0, 0.0]], "mulliken_charge": [0.802, -0.168, 2.121, -0.472, -0.483, -0.602, -0.800, -0.945, -0.679, -0.538, 0.907, -0.088, 0.335, -0.973, 0.383, -0.520, -0.024, -0.413, -1.386, -0.540, -0.377, -1.092, -1.393, -0.673, -0.887, 0.078, 1.122, -1.322, 0.767, 0.328, -1.600, -0.364, -0.158, -0.908, -0.961, 0.391, -0.154, 0.457, 0.379, -0.160, -0.511, -0.403, -0.762, 0.528, -0.409, -0.457, 1.169, 0.220, 0.384, 0.531, 0.109, 0.526, 0.400, 0.377, 0.223, 0.422, 0.407, 0.423, 0.407, 0.387, 0.459, 0.452, 0.529, 0.416, 0.414, 0.280, 0.444, 0.302, 0.262, 0.314, 0.401, 0.528, 0.330, 0.430, 0.369, 0.218, 0.492], "homo_ev": -8.18}

=====

- Number 1 is which compound?
  C46H66O5